# 1
{
  "formula": "C3H5N4",
  "method": "ωB97M-V with the def2-TZVPD basis set",
  "energy_ha": -335.90743,
  "max_force_ev_per_a": 4.36,
  "homo_energy_ev": -15.346,
  "gap_ha": 0.2928,
  "relative_energy_ev": 4.499,
  "lumo_energy_ev": -7.3786,
  "total_charge": 1,
  "symbols": ["C", "C", "C", "N", "N", "N", "N", "H", "H", "H", "H", "H"],
  "positions_angstrom": [[0.245515, 1.311010, -0.263848], [1.159769, 0.586742, 1.260408], [-0.716172, 0.726701, -1.196633], [0.889442, 2.409812, -0.183901], [1.837834, 1.649850, 1.632292], [1.505704, 2.667372, 0.985250], [1.053329, -0.581646, 1.827874], [-1.522627, 0.003861, -0.827380], [-0.159188, 0.121010, -1.882547], [-1.122487, 1.512733, -1.758572], [0.293540, -1.210532, 1.469738], [1.802014, -0.955459, 2.371762]],
  "forces_ev_per_angstrom": [[2.17, 0.28, 3.57], [-3.50, -1.59, -2.07], [-0.23, -1.77, 0.87], [-2.45, -0.62, -2.46], [1.46, 0.34, 1.78], [0.88, 0.22, 0.24], [-0.87, 0.78, -2.22], [1.18, 1.38, 0.14], [0.58, -0.45, -0.66], [-0.84, 1.13, -0.76], [1.19, 0.65, 0.66], [0.42, -0.35, 0.90]]
}

# 2
{
  "formula": "C3H5N4O2",
  "method": "ωB97M-V with the def2-TZVPD basis set",
  "energy_ha": -486.33577,
  "max_force_ev_per_a": 6.21,
  "homo_energy_ev": -14.797,
  "gap_ha": 0.3554,
  "relative_energy_ev": 6.020,
  "lumo_energy_ev": -5.1268,
  "total_charge": 1,
  "symbols": ["C", "C", "C", "N", "N", "N", "N", "O", "O", "H", "H", "H", "H", "H"],
  "positions_angstrom": [[1.170737, 1.449374, 0.109003], [0.969111, 0.390620, 1.028596], [-1.789844, -0.002936, -0.424279], [1.401320, 1.023087, -1.099639], [0.980250, -0.656594, 0.203063], [-1.771981, 0.985811, 0.313530], [-1.376823, -1.050702, -0.851064], [0.804041, -1.943081, 0.519388], [1.300166, -0.214348, -1.068743], [1.252823, 2.450650, 0.290337], [-2.576654, 1.117632, 0.839670], [0.636948, 0.333862, 2.094615], [0.506326, -2.524907, -0.206990], [-1.506416, -1.358464, -1.747484]],
  "forces_ev_per_angstrom": [[0.79, -0.42, 0.36], [-1.10, -1.24, -1.19], [0.96, 1.22, 2.03], [-0.18, 3.41, 1.19], [0.03, 0.89, 1.07], [0.72, -0.76, -2.01], [-0.07, -0.27, 1.17], [1.07, 0.25, 0.54], [-0.11, -6.17, -0.71], [-0.03, 2.35, 0.67], [-1.89, 0.68, 1.30], [0.63, 0.02, -1.24], [-0.20, 0.87, -0.38], [-0.62, -0.84, -2.81]]
}